[1]
ORCA calculation (the ωB97M-V functional and the def2-TZVPD basis) on a molecular structure, C26H25N5O3SSeTl.

As for the HOMO-LUMO gap: 7.30 eV. The value obtained for the LUMO energy is -3.466 eV. Its total charge is +1. The HOMO energy is -10.761 eV. The energy relative to the best compared isomer or geometry (same formula, charge and spin) is 283.8 kJ/mol.

XYZ file:
```
62
C26H25N5O3SSeTl | the Open Molecules 2025 dataset | the ωB97M-V functional and the def2-TZVPD basis
Tl 0.695 -1.803 -0.329
C -1.465 0.107 -1.855
N -0.828 0.070 -0.526
C -0.023 1.293 -0.250
C 1.363 1.040 0.312
C 2.105 2.249 0.984
C 3.525 2.271 0.595
C 4.138 1.242 -0.010
C 3.368 0.128 -0.505
N 2.083 0.090 -0.463
C -1.829 -0.221 0.523
C -2.355 -1.628 0.395
C -3.694 -1.930 0.551
C -4.097 -3.257 0.487
C -3.153 -4.243 0.259
C -1.833 -3.864 0.095
N -1.452 -2.589 0.163
C -0.864 -0.797 -2.919
C -1.326 -0.710 -4.226
C -0.795 -1.558 -5.180
C 0.184 -2.474 -4.814
C 0.592 -2.503 -3.498
N 0.073 -1.673 -2.582
H -1.449 1.130 -2.236
H -2.519 -0.162 -1.758
H -0.587 1.978 0.385
H 0.137 1.783 -1.211
H 2.256 4.287 1.460
H 4.082 3.177 0.803
H 5.195 1.269 -0.232
H 3.875 -0.687 -1.013
H -2.646 0.507 0.491
H -1.353 -0.135 1.495
H -4.407 -1.138 0.740
H -5.140 -3.515 0.616
H -3.426 -5.287 0.208
H -1.048 -4.590 -0.081
H -2.090 0.012 -4.483
H -1.140 -1.506 -6.204
H 0.619 -3.154 -5.531
H 1.342 -3.197 -3.137
C -0.184 5.372 1.704
C 0.255 3.944 1.912
C -0.430 3.176 2.769
C -0.317 1.764 3.119
C 0.585 0.873 2.716
C 1.695 1.043 1.773
C 1.470 3.624 1.080
S 0.464 -0.843 3.195
O -0.893 -1.051 3.633
O 1.543 -1.097 4.098
O 0.703 -1.554 1.879
H -0.767 5.738 2.546
H -0.801 5.456 0.804
H 0.670 6.037 1.565
H -1.249 3.675 3.276
H -1.094 1.386 3.776
H 2.535 0.393 2.004
H 1.283 4.000 0.066
Se 3.829 -4.533 1.206
C 2.691 -3.906 0.084
N 1.898 -3.505 -0.724
```



[2]
ORCA calculation (the ωB97M-V functional and the def2-TZVPD basis) on a molecular structure, C26H25N5O4 in a non-equilibrium geometry.

As for the HOMO-LUMO gap: 6.90 eV. The value obtained for the LUMO energy is -0.871 eV. Its total charge is 0. The HOMO energy is -7.771 eV. The energy relative to the best compared isomer or geometry (same formula, charge and spin) is 1507.0 kJ/mol.

XYZ file:
```
60
C26H25N5O4 | the Open Molecules 2025 dataset | the ωB97M-V functional and the def2-TZVPD basis
C 3.483 4.731 -0.695
C 2.504 4.182 0.342
C 3.243 3.087 1.222
C 3.735 1.932 0.523
N 2.577 1.366 -0.133
C 1.877 0.626 0.974
O 2.203 0.619 2.260
C 0.547 -0.045 0.296
C 0.440 -0.161 -1.174
O -0.549 -0.708 -1.640
N 1.430 0.340 -1.788
C 2.578 1.114 -1.455
O 3.174 1.878 -2.232
H 1.233 0.406 -2.778
C -0.516 1.024 0.787
C -1.825 0.542 0.738
C -2.209 -0.708 0.793
N -3.348 -1.315 0.605
C -4.412 -0.704 0.052
N -4.103 0.724 -0.004
C -5.106 1.562 -0.670
C -6.256 0.978 -0.660
C -6.607 -0.431 -0.519
C -5.554 -1.149 0.054
H -5.728 -2.326 -0.168
H -7.695 -0.764 -0.764
H -7.217 1.876 -1.177
H -4.878 2.417 -0.763
C -2.791 1.436 0.228
O -2.775 2.612 -0.038
N -1.169 -1.830 1.079
C 0.262 -1.374 0.950
C 1.008 -2.510 0.340
C 2.412 -2.206 0.212
C 3.191 -3.153 -0.501
C 2.547 -4.476 -1.135
C 1.158 -4.440 -1.228
C 0.423 -3.564 -0.048
C -1.031 -3.799 -0.133
C -1.341 -3.238 1.268
H -2.641 -3.179 1.506
H -0.769 -3.629 2.241
H -1.204 -4.763 -0.149
H -1.575 -3.113 -0.930
H 0.808 -5.299 -1.621
H 2.968 -4.927 -1.769
H 4.141 -3.007 -0.517
H 2.758 -1.420 0.805
H 0.612 -1.442 2.004
H -0.239 1.934 0.480
H -0.394 1.080 1.944
H 4.444 2.064 -0.342
H 4.117 1.159 1.167
H 2.663 3.020 2.196
H 4.163 3.714 1.760
H 1.744 3.626 0.126
H 2.327 5.097 0.897
H 3.856 3.968 -1.442
H 4.446 5.050 -0.358
H 2.865 5.515 -1.018
```



[3]
ORCA calculation (the ωB97M-V functional and the def2-TZVPD basis) on a molecular structure, C26H25N5PdS4SbTe in a non-equilibrium geometry.

As for the HOMO-LUMO gap (spin up / spin down): 4.01 / 3.76 eV. The value obtained for the LUMO energy (spin up / spin down) is -9.029 / -9.099 eV. Its total charge is +2. The multiplicity is 2. The HOMO energy (spin up / spin down) is -13.034 / -12.860 eV. The energy relative to the best compared isomer or geometry (same formula, charge and spin) is 266.4 kJ/mol.

XYZ file:
```
63
C26H25N5PdS4SbTe | the Open Molecules 2025 dataset | the ωB97M-V functional and the def2-TZVPD basis
Pd -1.682 -0.110 0.354
S -5.374 -2.774 -0.690
Sb -4.641 -1.374 1.023
S -2.335 -2.043 1.387
S -3.927 0.611 -0.115
C -0.977 4.497 -2.008
N -1.373 3.263 -2.689
C -1.867 3.205 -3.968
C -2.156 1.918 -4.222
N -1.840 1.176 -3.087
C -1.357 2.035 -2.151
S -0.718 1.837 -0.561
C -2.075 -0.251 -3.015
C -2.644 -0.868 -4.120
C -2.871 -2.232 -4.080
C -2.517 -2.942 -2.948
C -1.966 -2.244 -1.897
N -1.747 -0.916 -1.911
H -0.969 5.291 -2.748
H 0.018 4.378 -1.587
H -1.690 4.725 -1.219
H -1.962 4.082 -4.582
H -2.541 1.487 -5.122
H -2.918 -0.327 -5.007
H -3.320 -2.725 -4.931
H -2.673 -4.007 -2.868
H -1.692 -2.755 -0.983
N -1.479 2.126 6.167
C -1.497 1.670 4.905
C -2.549 1.979 4.025
C -2.531 1.493 2.744
N -1.544 0.711 2.271
C -0.542 0.404 3.111
C -0.468 0.854 4.400
H -2.213 2.717 6.515
H -0.724 1.907 6.792
H -3.374 2.602 4.341
H -3.316 1.739 2.049
H 0.235 -0.245 2.728
H 0.371 0.566 5.017
Te 1.188 -0.921 -0.206
C 2.525 0.118 1.015
C 2.962 1.383 0.644
C 3.904 2.023 1.439
C 4.392 1.402 2.578
C 3.951 0.132 2.933
C 3.011 -0.520 2.152
C 2.468 -2.483 -0.730
C 3.272 -2.326 -1.860
C 4.172 -3.333 -2.175
C 4.254 -4.466 -1.378
C 3.436 -4.606 -0.264
C 2.529 -3.612 0.069
H 2.589 1.866 -0.250
H 4.260 3.005 1.160
H 5.129 1.904 3.189
H 4.347 -0.356 3.813
H 2.686 -1.518 2.424
H 3.215 -1.444 -2.483
H 4.810 -3.233 -3.042
H 4.958 -5.247 -1.627
H 3.502 -5.496 0.347
H 1.886 -3.733 0.934
```



[4]
ORCA calculation (the ωB97M-V functional and the def2-TZVPD basis) on a molecular structure, C26H26CdF3N5O2S5.

As for the HOMO-LUMO gap: 7.70 eV. The value obtained for the LUMO energy is -0.248 eV. Its total charge is 0. The HOMO energy is -7.945 eV. The energy relative to the best compared isomer or geometry (same formula, charge and spin) is 8.1 kJ/mol.

XYZ file:
```
68
C26H26CdF3N5O2S5 | the Open Molecules 2025 dataset | the ωB97M-V functional and the def2-TZVPD basis
Cd 0.326 -0.322 0.262
C -2.726 1.809 0.610
C -2.007 2.044 1.947
N -0.764 1.270 2.080
C -0.664 0.556 3.353
C -1.631 -0.619 3.483
S -1.475 -1.827 2.125
C -3.144 -1.793 1.384
C -3.694 -0.405 1.054
N -2.748 0.394 0.294
H -2.178 2.315 -0.180
H -3.729 2.258 0.659
H -2.684 1.762 2.756
H -1.816 3.114 2.055
H 0.031 1.898 2.046
H -0.835 1.230 4.203
H 0.354 0.179 3.440
H -2.668 -0.291 3.513
H -1.422 -1.148 4.411
H -3.817 -2.312 2.067
H -3.032 -2.388 0.477
H -3.935 0.114 1.983
H -4.643 -0.539 0.520
H -2.878 0.232 -0.694
F -3.064 -1.059 -3.841
C -2.043 -0.453 -4.482
F -2.578 0.131 -5.579
F -1.215 -1.411 -4.924
C -1.361 0.565 -3.616
C -1.338 1.887 -4.012
C -0.749 2.843 -3.194
C -0.214 2.419 -1.996
N -0.224 1.150 -1.597
C -0.772 0.192 -2.380
S -0.730 -1.411 -1.775
H -1.788 2.172 -4.953
H -0.719 3.885 -3.478
H 0.243 3.129 -1.312
S 4.811 0.786 -2.156
C 3.202 0.990 -1.550
N 2.523 -0.079 -1.346
C 3.257 -1.206 -1.696
C 2.817 -2.529 -1.640
C 3.677 -3.533 -2.031
C 4.969 -3.246 -2.481
C 5.423 -1.945 -2.553
C 4.556 -0.931 -2.162
H 2.829 1.984 -1.358
H 1.818 -2.746 -1.293
H 3.344 -4.562 -1.987
H 5.622 -4.055 -2.782
H 6.420 -1.715 -2.905
O 1.819 2.405 2.890
S 2.805 1.603 2.203
O 3.584 2.283 1.206
N 2.074 0.248 1.612
C 2.539 -0.865 2.180
S 1.953 -2.368 1.786
C 3.595 -0.615 3.186
C 4.288 -1.553 3.932
C 5.283 -1.107 4.790
C 5.575 0.248 4.900
C 4.866 1.194 4.169
C 3.875 0.736 3.329
H 4.045 -2.603 3.832
H 5.846 -1.823 5.375
H 6.366 0.578 5.561
H 5.081 2.251 4.254
```



[5]
ORCA calculation (the ωB97M-V functional and the def2-TZVPD basis) on a molecular structure, C26H26F3N7PReS2Te in a non-equilibrium geometry.

As for the HOMO-LUMO gap (spin up / spin down): 6.24 / 6.76 eV. The value obtained for the LUMO energy (spin up / spin down) is -3.276 / -3.110 eV. Its total charge is +1. The multiplicity is 2. The HOMO energy (spin up / spin down) is -9.518 / -9.873 eV. The energy relative to the best compared isomer or geometry (same formula, charge and spin) is 0.0 kJ/mol.

XYZ file:
```
67
C26H26F3N7PReS2Te | the Open Molecules 2025 dataset | the ωB97M-V functional and the def2-TZVPD basis
Re 0.714 0.257 -0.012
C 4.075 -0.440 4.472
N 3.607 -0.513 3.087
C 4.283 -1.092 2.046
C 3.486 -0.972 0.949
N 2.333 -0.325 1.309
C 2.426 -0.056 2.603
P 1.117 0.702 3.600
C -0.223 -0.364 3.001
N -0.516 -0.613 1.727
C -1.495 -1.578 1.736
C -1.795 -1.900 3.023
N -0.985 -1.129 3.815
C -0.969 -1.143 5.280
C 0.738 2.102 2.524
N 0.547 2.031 1.218
C 0.284 3.305 0.778
C 0.319 4.150 1.842
N 0.604 3.382 2.942
C 0.715 3.872 4.316
H 5.094 -0.811 4.510
H 3.455 -1.052 5.122
H 4.064 0.587 4.825
H 5.259 -1.531 2.169
H 3.662 -1.288 -0.065
H -1.924 -1.970 0.836
H -2.500 -2.606 3.430
H -1.801 -1.749 5.625
H -1.083 -0.137 5.671
H -0.043 -1.574 5.653
H 0.110 3.521 -0.261
H 0.184 5.218 1.901
H 0.517 4.939 4.314
H 1.715 3.701 4.706
H -0.012 3.382 4.958
F 0.787 -5.068 -0.629
C 0.125 -4.925 -1.784
F -0.316 -6.147 -2.130
F 1.013 -4.549 -2.712
C -1.019 -3.943 -1.678
C -2.306 -4.394 -1.894
C -3.380 -3.516 -1.816
C -3.094 -2.194 -1.562
N -1.853 -1.750 -1.346
C -0.812 -2.582 -1.365
S 0.783 -1.971 -0.937
H -2.471 -5.438 -2.125
H -4.396 -3.851 -1.967
H -3.875 -1.440 -1.532
C -0.750 2.758 -2.697
Te -1.299 0.907 -1.729
C -0.495 0.130 -3.553
C -0.868 1.160 -4.588
C -1.053 0.849 -5.930
C -1.429 1.840 -6.830
C -1.633 3.139 -6.385
C -1.433 3.456 -5.047
C -1.031 2.476 -4.149
H 0.316 2.896 -2.519
H -1.305 3.621 -2.332
H -0.881 -0.863 -3.765
H 0.578 0.079 -3.384
H -0.909 -0.170 -6.271
H -1.580 1.593 -7.873
H -1.955 3.906 -7.080
H -1.591 4.472 -4.702
S 2.168 1.214 -1.340
```



[6]
ORCA calculation (the ωB97M-V functional and the def2-TZVPD basis) on a molecular structure, C26H26F6N6O4S3Tm in a non-equilibrium geometry.

As for the HOMO-LUMO gap (spin up / spin down): 7.75 / 7.75 eV. The value obtained for the LUMO energy (spin up / spin down) is -3.688 / -3.692 eV. Its total charge is +1. The multiplicity is 3. The HOMO energy (spin up / spin down) is -11.442 / -11.441 eV. The energy relative to the best compared isomer or geometry (same formula, charge and spin) is 43.3 kJ/mol.

XYZ file:
```
72
C26H26F6N6O4S3Tm | the Open Molecules 2025 dataset | the ωB97M-V functional and the def2-TZVPD basis
Tm 0.796 -0.889 -1.028
C -0.352 3.590 0.296
C -0.534 2.235 -0.310
N -0.263 1.152 0.287
N 0.177 1.188 1.575
C 0.036 0.046 2.295
N 0.497 0.083 3.542
S -0.722 -1.293 1.627
C -0.983 2.052 -1.715
C -1.772 3.010 -2.327
C -2.157 2.830 -3.646
C -1.693 1.721 -4.325
C -0.911 0.811 -3.636
N -0.590 0.935 -2.347
H 0.685 3.696 0.631
H -1.011 3.731 1.157
H -0.537 4.385 -0.421
H 0.594 2.023 1.957
H 1.000 0.870 3.919
H 0.443 -0.761 4.088
H -2.086 3.886 -1.777
H -2.788 3.559 -4.138
H -1.921 1.559 -5.370
H -0.499 -0.045 -4.150
C -0.591 -4.252 -0.007
C -0.964 -3.304 -1.119
C -2.111 -2.523 -1.030
C -2.626 -1.855 -2.137
C -3.870 -1.017 -2.010
C -1.980 -2.007 -3.355
C -0.794 -2.728 -3.479
C -0.176 -2.913 -4.842
C -0.271 -3.345 -2.336
H -1.097 -5.201 -0.194
H -0.915 -3.898 0.970
H 0.477 -4.459 0.028
H -2.647 -2.479 -0.089
H -4.239 -0.704 -2.987
H -3.670 -0.121 -1.416
H -4.663 -1.570 -1.505
H -2.417 -1.560 -4.243
H -0.871 -3.459 -5.483
H 0.752 -3.472 -4.793
H 0.021 -1.954 -5.329
H 0.586 -3.997 -2.433
N 6.220 4.699 -1.113
C 5.378 3.917 -1.090
C 4.311 2.945 -1.060
C 4.157 2.106 0.039
C 3.115 1.189 0.053
C 2.232 1.000 -1.022
C 2.427 1.874 -2.103
C 3.427 2.836 -2.132
H 4.846 2.181 0.872
H 3.030 0.564 0.937
H 1.792 1.803 -2.982
H 3.546 3.487 -2.989
F 5.511 -3.082 0.381
C 4.685 -2.071 0.457
F 4.617 -1.634 1.713
F 5.058 -1.094 -0.342
S 2.940 -2.637 0.038
O 2.068 -1.732 0.797
O 2.883 -4.032 0.304
N 2.560 -2.224 -1.465
S 3.412 -2.848 -2.720
O 4.767 -3.064 -2.340
O 2.676 -3.843 -3.425
C 3.290 -1.329 -3.749
F 3.571 -1.584 -5.003
F 4.059 -0.380 -3.274
F 1.980 -0.929 -3.683
```



[7]
ORCA calculation (the ωB97M-V functional and the def2-TZVPD basis) on a molecular structure, C26H26IIrN7O in a non-equilibrium geometry.

As for the HOMO-LUMO gap: 6.22 eV. The value obtained for the LUMO energy is -3.844 eV. Its total charge is +1. The HOMO energy is -10.060 eV. The energy relative to the best compared isomer or geometry (same formula, charge and spin) is 230.3 kJ/mol.

XYZ file:
```
62
C26H26IIrN7O | the Open Molecules 2025 dataset | the ωB97M-V functional and the def2-TZVPD basis
Ir -0.284 2.607 1.313
N -2.893 -0.755 0.752
C -2.518 0.485 1.012
N -1.385 0.802 1.572
C -0.480 -0.228 1.942
N 0.656 0.035 2.501
N 0.917 1.374 2.490
C 1.921 1.906 3.051
C 1.931 3.360 2.996
C 2.974 4.118 3.498
C 2.909 5.499 3.417
C 1.784 6.089 2.870
C 0.771 5.277 2.389
N 0.840 3.950 2.440
C -0.826 -1.600 1.610
C 0.064 -2.660 1.799
C -0.266 -3.924 1.357
C -1.491 -4.151 0.729
C -2.381 -3.115 0.534
C -2.041 -1.842 0.969
H -3.781 -0.915 0.299
H -3.208 1.276 0.740
H 2.697 1.324 3.540
H 3.831 3.612 3.921
H 3.727 6.108 3.779
H 1.695 7.162 2.789
H -0.122 5.692 1.944
H 1.006 -2.460 2.289
H 0.428 -4.741 1.501
H -1.748 -5.144 0.386
H -3.328 -3.284 0.036
C 1.581 -2.793 -3.661
N 1.451 -2.174 -2.352
N 0.523 -1.172 -2.123
C 0.896 -0.450 -0.987
O 0.192 0.447 -0.522
C 2.139 -1.026 -0.570
C 2.442 -2.037 -1.438
C 3.639 -2.921 -1.483
C -0.808 -1.231 -2.599
C -1.487 -2.443 -2.676
C -2.832 -2.453 -3.015
C -3.504 -1.261 -3.253
C -2.812 -0.057 -3.193
C -1.461 -0.036 -2.878
H 0.657 -2.655 -4.213
H 1.769 -3.858 -3.546
H 2.398 -2.346 -4.232
H 2.713 -0.693 0.277
H 4.253 -2.751 -0.604
H 4.243 -2.720 -2.370
H 3.346 -3.971 -1.513
H -0.969 -3.369 -2.458
H -3.356 -3.399 -3.088
H -4.558 -1.272 -3.497
H -3.322 0.873 -3.409
H -0.910 0.893 -2.837
I 1.094 3.572 -0.703
C -1.939 3.726 0.705
H -1.740 4.778 0.502
H -2.697 3.650 1.494
H -2.339 3.296 -0.221
```